Entry 1:
A molecular structure, C4H8IrOS4Sb2Se4, computed with ωB97M-V with the def2-TZVPD basis set.

**Total charge**: -2
**HOMO level (spin up / spin down)**: -1.907 / -1.868 eV
**HOMO-LUMO gap (spin up / spin down)**: 5.81 / 5.38 eV
**Multiplicity**: 2
**Energy relative to the best compared isomer or geometry (same formula, charge and spin)**: 9.9 kcal per mole
**Expectation value of S²**: 0.768

Structure (XYZ):
```
24
Properties=species:S:1:pos:R:3:forces:R:3:nbo_charge:R:1
Ir 0.33757 2.45586 1.43852 -0.2175 -0.1685 0.2175 0.4792
S 3.42811 2.91536 5.53399 -0.0466 -0.0029 -0.0450 -0.9642
Sb 1.45871 2.14035 4.66607 0.0228 -0.0319 -0.0569 0.8625
S 0.58155 3.89283 3.12066 -0.0297 -0.0036 -0.0577 -0.5560
S 1.97912 1.21755 2.38682 -0.0930 0.0542 -0.0560 -0.6049
Se -5.46160 0.13356 2.05585 -0.0410 0.0094 -0.0032 -0.6921
Sb -3.77849 -0.67938 0.59319 0.0420 -0.0223 -0.0126 1.0900
Se -1.82701 1.75224 1.51509 0.3845 0.1790 -0.0056 -0.2497
Se -2.61604 -2.68742 1.15671 -0.0124 -0.0018 -0.0006 -0.7411
Se -3.69258 0.14008 -1.65217 -0.0257 -0.0200 -0.0051 -0.7300
O 0.68557 1.58341 -0.55039 -0.0227 0.0226 0.0659 -0.9845
S 1.58344 0.34526 -0.62769 0.0111 -0.0647 -0.0906 1.2370
C 1.43980 -0.07719 -2.39912 -0.0078 0.0307 0.0262 -0.5930
C 0.79227 -1.45507 -2.50191 0.0375 -0.0111 -0.0060 -0.4083
C -0.19040 -1.53410 -1.34168 -0.0647 0.0273 -0.0009 -0.4444
C 0.58408 -1.07600 -0.11780 0.0387 0.0473 -0.0127 -0.5973
H 2.42025 0.00365 -2.86621 0.0071 0.0027 -0.0024 0.2166
H 0.78438 0.70608 -2.78271 0.0033 -0.0069 -0.0003 0.2524
H 1.55293 -2.23742 -2.41286 0.0030 -0.0009 -0.0016 0.1877
H 0.30252 -1.57745 -3.46940 -0.0060 -0.0011 -0.0012 0.2175
H -0.60855 -2.52691 -1.18766 0.0157 -0.0106 -0.0002 0.2457
H -1.03491 -0.86294 -1.51709 0.0148 -0.0220 0.0155 0.2569
H 1.30166 -1.82254 0.23257 -0.0110 -0.0078 0.0262 0.2220
H -0.02237 -0.74981 0.72724 -0.0022 0.0028 0.0072 0.2980
```
Forces are in eV/Å.

***

Entry 2:
A gas-phase ion, C4H8N (charge +1) at a distorted geometry, computed with ωB97M-V with the def2-TZVPD basis set.

**Total charge**: +1
**HOMO level**: -15.022 eV
**HOMO-LUMO gap**: 7.88 eV
**Multiplicity**: 1
**Energy relative to the best compared isomer or geometry (same formula, charge and spin)**: 79.5 kcal per mole

Structure (XYZ):
```
13
Properties=species:S:1:pos:R:3:forces:R:3:nbo_charge:R:1
C 1.37095 0.58991 -0.10861 -3.6880 1.8051 0.3595 0.0998
C -1.00427 0.90419 0.05191 -0.1633 2.0338 3.4917 -0.3987
C -1.27223 -0.43335 -0.19225 0.3885 -1.7816 -3.3476 0.0108
C 1.22112 -0.88238 0.06107 0.0475 1.0526 0.3879 -0.4429
N 0.31129 1.37572 -0.17678 4.7258 -0.3240 -0.2419 -0.3155
H 2.34806 1.06968 0.03798 -0.3052 -0.1122 -0.4692 0.2670
H -1.68039 1.50132 -0.51509 -0.7418 0.6499 -0.7268 0.3043
H -1.22995 1.11520 1.14663 0.2808 0.1808 -1.1697 0.2507
H -1.72240 -1.04322 0.51105 -0.9516 -1.3265 1.3774 0.2424
H -1.44902 -0.69566 -1.26728 0.7572 -0.3529 1.0000 0.2576
H 1.46149 -1.42993 -0.85078 0.0186 -0.4753 0.5142 0.2829
H 1.57604 -1.18991 1.06641 0.1306 -0.4965 -0.8720 0.2845
H 0.06930 -0.88157 0.23575 -0.4991 -0.8532 -0.3033 0.1572
```
Forces are in eV/Å.

***

Entry 3:
2 unconnected molecules or ions with the total composition C4H8N at a distorted geometry, computed with ωB97M-V with the def2-TZVPD basis set.

**Total charge**: +1
**HOMO level**: -15.227 eV
**HOMO-LUMO gap**: 10.39 eV
**Multiplicity**: 1
**Energy relative to the best compared isomer or geometry (same formula, charge and spin)**: 63.9 kcal per mole

Structure (XYZ):
```
13
Properties=species:S:1:pos:R:3:forces:R:3:nbo_charge:R:1
C -1.56151 -1.61130 -0.39013 -0.3096 0.9022 -0.4805 -0.2995
C 1.67445 0.15276 0.13200 4.2203 1.3714 -0.1698 0.1178
C -0.18549 1.67395 0.25099 -3.7709 3.4240 2.2467 -0.4851
C -0.73800 -2.47189 -0.41442 1.0700 -2.7816 -0.6919 -0.2046
N 0.48223 0.43668 0.23791 -2.2584 1.1465 -0.4643 -0.4116
H -0.24596 -0.25035 0.23533 0.0352 -1.8160 0.1582 0.4616
H 1.91525 -0.90582 0.10914 0.3743 0.1549 -0.0154 0.2407
H 2.48672 1.03709 0.08537 -1.9162 -2.3426 0.0516 0.2537
H -1.25305 1.64464 -0.23601 2.2572 -0.4563 0.5045 0.2575
H -0.51230 1.91508 1.37626 0.9531 -0.5459 -2.2175 0.2668
H 0.29718 2.58452 -0.12776 0.4439 -0.7495 0.0162 0.2626
H -2.16499 -0.76946 -0.63302 -0.4507 -0.0253 0.3290 0.2532
H -0.19455 -3.43588 -0.62566 -0.6483 1.7181 0.7332 0.2867
```
Forces are in eV/Å.

***

Entry 4:
A gas-phase ion, C4H8N (charge +1) at a distorted geometry, computed with ωB97M-V with the def2-TZVPD basis set.

**Total charge**: +1
**HOMO level**: -14.475 eV
**HOMO-LUMO gap**: 9.00 eV
**Multiplicity**: 1
**Energy relative to the best compared isomer or geometry (same formula, charge and spin)**: 11.2 kcal per mole

Structure (XYZ):
```
13
Properties=species:S:1:pos:R:3:forces:R:3:nbo_charge:R:1
C 0.37054 0.76214 2.47305 0.4279 -0.7806 -0.4902 0.0811
N 0.17891 0.80222 1.20562 -0.1504 0.6490 0.2152 -0.3806
C -0.29892 -0.16038 0.28416 -0.8161 0.1932 0.1978 -0.1051
C -0.18873 0.11315 -1.01840 0.5683 -0.0051 -0.0613 -0.0419
C -0.17451 -0.93137 -2.07395 -1.6220 -0.8676 0.6709 -0.6694
H 1.13273 1.42369 2.86567 -0.6084 0.4502 0.3220 0.2370
H -0.03274 -0.04988 3.06503 0.0315 -0.0359 -0.0495 0.2296
H 0.54737 1.62663 0.74823 0.3524 0.0902 -0.2003 0.4341
H -0.80543 -1.01526 0.71421 0.6641 -0.3341 -0.0142 0.2414
H -0.05999 1.14916 -1.32731 0.5445 -0.0419 0.0557 0.2160
H -0.16563 -1.91490 -1.59508 0.2732 0.0636 -0.0622 0.2329
H -1.15614 -0.92521 -2.56790 0.3904 0.2290 -0.5128 0.2601
H 0.65254 -0.87999 -2.77333 -0.0554 0.3901 -0.0711 0.2648
```
Forces are in eV/Å.

***

Entry 5:
2 unconnected molecules or ions with the total composition C4H8N at a distorted geometry, computed with ωB97M-V with the def2-TZVPD basis set.

**Total charge**: +1
**HOMO level**: -15.287 eV
**HOMO-LUMO gap**: 9.93 eV
**Multiplicity**: 1
**Energy relative to the best compared isomer or geometry (same formula, charge and spin)**: 55.7 kcal per mole

Structure (XYZ):
```
13
Properties=species:S:1:pos:R:3:forces:R:3:nbo_charge:R:1
C 1.05193 1.07632 -0.30023 1.9802 -0.2475 0.4190 -0.4680
C 0.69552 1.85685 0.95161 -1.0574 -0.4259 -0.3871 0.0879
C 0.13561 0.12681 0.41689 -0.4082 0.4694 0.5519 0.0838
C 0.36196 0.74096 1.67111 0.2582 -1.3736 -0.4045 -0.1875
N -1.30617 -1.80824 -1.15772 -0.1797 -2.5076 0.9035 -1.0563
H 0.76050 1.44630 -1.25784 0.1211 0.1686 -0.7025 0.2477
H 2.11504 0.69500 -0.18082 -1.2863 0.7253 -0.7626 0.2666
H 0.36703 2.88459 1.13481 0.3753 -0.1879 -0.2471 0.2706
H -0.61916 -0.61878 -0.14746 0.6399 1.2927 1.0508 0.3334
H 0.26813 0.47821 2.69623 -0.6408 0.0071 0.5576 0.2698
H -0.91001 -1.99683 -2.06675 0.0333 0.3644 -0.6561 0.3859
H -2.17192 -2.39073 -1.15874 0.2045 1.1430 -0.1764 0.4002
H -0.74846 -2.49044 -0.60108 -0.0400 0.5719 -0.1466 0.3657
```
Forces are in eV/Å.

***

Entry 6:
A molecular structure, C4H8N at a distorted geometry, computed with ωB97M-V with the def2-TZVPD basis set.

**Total charge**: +1
**HOMO level**: -15.948 eV
**HOMO-LUMO gap**: 11.79 eV
**Multiplicity**: 1
**Energy relative to the best compared isomer or geometry (same formula, charge and spin)**: 87.5 kcal per mole

Structure (XYZ):
```
13
Properties=species:S:1:pos:R:3:forces:R:3:nbo_charge:R:1
C 0.10245 0.34876 -0.56232 3.3772 2.0791 -1.2442 0.4108
C -1.32323 0.28591 -0.90644 -2.2376 -0.4629 -2.8342 -0.2468
C 2.03453 0.90372 -0.72269 -3.4297 -3.5908 0.5056 -0.4236
C -0.73551 -0.99885 1.37911 -0.2553 -0.7686 4.7011 -0.4565
N -0.64589 -0.25810 0.22242 1.4249 0.0098 -0.3550 -0.2746
H -2.04496 1.07972 -0.66707 0.5206 -0.1065 -0.3967 0.2294
H -1.59315 -0.40721 -1.79477 0.1972 1.0561 1.7714 0.2266
H 2.47666 0.23132 -1.56689 -0.9616 1.2101 1.8623 0.2694
H 1.96668 0.49498 0.33235 1.7652 0.9916 -1.3304 0.2401
H 2.02056 1.96277 -0.91658 -0.1439 0.1806 0.2039 0.2451
H 0.27585 -1.05341 1.96290 -1.8112 0.5958 -1.1259 0.2545
H -0.93515 -2.04252 1.15327 -0.4949 -0.0386 -0.1109 0.2592
H -1.59883 -0.54710 2.08671 2.0490 -1.1557 -1.6470 0.2663
```
Forces are in eV/Å.

***

Entry 7:
2 unconnected molecules or ions with the total composition C4H8N2 at a distorted geometry, computed with ωB97M-V with the def2-TZVPD basis set.

**Total charge**: 0
**HOMO level (spin up / spin down)**: -7.797 / -7.797 eV
**HOMO-LUMO gap (spin up / spin down)**: 8.26 / 8.26 eV
**Multiplicity**: 1
**Energy relative to the best compared isomer or geometry (same formula, charge and spin)**: 73.0 kcal per mole

Structure (XYZ):
```
14
Properties=species:S:1:pos:R:3:forces:R:3:nbo_charge:R:1
C -0.80447 1.47434 -0.18515 -0.1468 0.2210 -0.0760 -0.4053
N -0.01782 0.32443 0.27086 -0.0536 -0.0840 0.0868 -0.2118
C -0.56340 -0.47520 1.15589 0.1474 0.0937 0.0257 -0.2308
C 1.11980 0.09238 -0.43345 -0.0170 0.1570 0.0956 -0.3269
C 1.97845 -0.94451 -0.03351 0.6399 -0.6954 0.2949 0.2291
N 2.68192 -1.79807 0.33218 -0.7087 0.7522 -0.3347 -0.3495
H -1.33401 1.18780 -1.09611 0.0492 0.0320 0.0734 0.2245
H -0.14448 2.31745 -0.39138 -0.0244 -0.1590 0.0227 0.2210
H -1.52043 1.76296 0.58331 0.1012 -0.1108 -0.0681 0.2193
H -0.04099 -1.38356 1.42116 -0.0392 0.1147 0.0476 0.2235
H -0.89226 -1.70151 -0.77667 0.0060 -0.1392 -0.2422 -0.0255
H -1.51124 -0.20632 1.60025 0.2080 0.0560 -0.0500 0.2018
H 1.39051 0.78882 -1.21198 -0.0135 -0.0530 0.1944 0.2341
H -0.34464 -1.51994 -1.26333 -0.1484 -0.1853 -0.0701 -0.0033
```
Forces are in eV/Å.

***

Entry 8:
A molecular structure, C4H8N2 at a distorted geometry, computed with ωB97M-V with the def2-TZVPD basis set.

**Total charge**: 0
**HOMO level**: -8.709 eV
**HOMO-LUMO gap**: 9.61 eV
**Multiplicity**: 1
**Energy relative to the best compared isomer or geometry (same formula, charge and spin)**: 87.5 kcal per mole

Structure (XYZ):
```
14
Properties=species:S:1:pos:R:3:forces:R:3:nbo_charge:R:1
C -1.37776 0.54503 -0.11238 -1.6914 0.6853 0.0539 0.2938
C 1.05177 0.98364 0.18746 2.6724 3.8222 0.4477 -0.1752
C 1.81079 -0.37819 -0.02778 7.4180 2.9413 0.7621 -0.4147
C 0.53638 -0.95582 -0.03559 -3.6008 -9.3427 2.1988 -0.1992
H -1.84620 -1.20666 0.00854 -0.0374 -1.0516 0.7745 0.3229
H -1.59363 1.69115 -0.37541 0.2709 -2.5218 1.1162 0.1772
H 0.89867 1.29456 1.27578 0.7728 -0.1492 -1.1405 0.1778
H 1.30092 1.94901 -0.50819 -0.3034 -2.2314 1.7787 0.1909
H 2.81450 -0.55386 0.61579 -2.9530 -0.2687 -0.7946 0.2213
H 2.22944 -0.34808 -0.99730 0.4389 0.1937 -1.3441 0.2124
H 0.06832 -1.81776 -0.76680 1.8272 1.8565 1.2132 0.1896
H 0.44927 -1.56363 1.05191 -0.7066 1.7580 -1.9493 0.1527
N -2.32546 -0.33512 0.16778 2.1466 2.8454 -1.6986 -0.6743
N -0.02431 0.24760 -0.22128 -6.2540 1.4630 -1.4181 -0.4753
```
Forces are in eV/Å.

***

Entry 9:
2 unconnected molecules or ions with the total composition C4H8N2 at a distorted geometry, computed with ωB97M-V with the def2-TZVPD basis set.

**Total charge**: 0
**HOMO level**: -9.138 eV
**HOMO-LUMO gap**: 9.74 eV
**Multiplicity**: 1
**Energy relative to the best compared isomer or geometry (same formula, charge and spin)**: 74.0 kcal per mole

Structure (XYZ):
```
14
Properties=species:S:1:pos:R:3:forces:R:3:nbo_charge:R:1
C 1.10446 -0.80023 -1.18802 0.0620 0.0041 0.4597 -0.3945
C 0.57861 0.23031 -0.52405 -1.5857 0.7814 -2.8578 -0.2702
C 1.26229 1.04893 0.52047 -0.3100 0.2840 0.2968 -0.6678
H 2.10829 -1.16450 -0.98337 -0.0385 -0.1554 0.0251 0.1831
H 0.53384 -1.30141 -1.96484 0.1251 0.0555 0.0324 0.2024
H -0.51826 0.55606 -1.05955 4.6451 -0.1548 1.9174 0.2966
H 2.20816 1.46168 0.15599 -0.0823 -0.1172 0.0841 0.2266
H 1.44692 0.46639 1.42732 0.1564 0.0049 -0.0753 0.2141
H 0.62368 1.88436 0.82178 0.1464 -0.0282 -0.0249 0.2207
N -2.28420 0.29281 -1.12248 0.9682 -1.2708 2.5552 -0.4188
C -1.73747 -0.11046 -0.14433 -5.3366 0.2592 -1.8400 0.4372
N -1.72264 -0.55318 1.13738 1.1591 -0.2209 0.1225 -0.8584
H -2.62563 -0.81486 1.52713 0.2571 0.2676 -0.4630 0.4198
H -0.97805 -1.19590 1.39656 -0.1664 0.2907 -0.2323 0.4093
```
Forces are in eV/Å.

***

Entry 10:
A single C4H8N2 molecule, computed with ωB97M-V with the def2-TZVPD basis set.

**Total charge**: 0
**HOMO level**: -8.619 eV
**HOMO-LUMO gap**: 9.69 eV
**Multiplicity**: 1
**Energy relative to the best compared isomer or geometry (same formula, charge and spin)**: 61.9 kcal per mole

Structure (XYZ):
```
14
Properties=species:S:1:pos:R:3:forces:R:3:nbo_charge:R:1
C -1.93364 -0.76089 -2.05729 0.0988 0.0312 0.0675 -0.5995
C -0.90932 -0.72549 -1.24688 0.1998 -0.0545 0.2093 0.4080
N 0.07494 -0.77719 -0.50977 -0.5344 -0.0651 -0.4818 -0.3342
N 0.35862 0.43888 0.22166 0.0792 0.0770 0.0888 -0.2884
C 1.80896 0.54902 0.27273 0.1735 0.0738 -0.0166 -0.4173
C -0.19467 0.27640 1.55968 -0.1045 0.0110 0.1566 -0.4243
H -1.81164 -0.46271 -3.09141 -0.0030 -0.0393 0.0962 0.2418
H -2.91215 -1.06212 -1.70327 0.1335 0.0079 -0.0066 0.2406
H 2.06043 1.45269 0.83530 -0.0105 -0.1317 -0.0751 0.2017
H 2.19677 0.65115 -0.74387 -0.0391 -0.0088 0.1578 0.2078
H 2.28350 -0.32594 0.74627 -0.0922 0.1072 -0.0378 0.1771
H 0.17051 -0.64079 2.05117 -0.0269 0.1263 -0.0567 0.1766
H -1.28662 0.24071 1.50864 0.1659 -0.0011 -0.0132 0.2042
H 0.09432 1.14629 2.15707 -0.0403 -0.1339 -0.0885 0.2058
```
Forces are in eV/Å.

***

Number 1: energy -326969.86978 eV. Number 2: energy -5756.41807 eV. Number 3: energy -5757.09355 eV. Number 4: energy -5759.37725 eV. Number 5: energy -5757.44830 eV. Number 6: energy -5756.07175 eV. Number 7: energy -7254.70983 eV. Number 8: energy -7254.08144 eV. Number 9: energy -7254.66793 eV. Number 10: energy -7255.19170 eV.